A 3-piece molecular cluster, C15H14O9 overall at a distorted geometry, computed with ωB97M-V/def2-TZVPD.

```
38
Properties=species:S:1:pos:R:3:forces:R:3
O 2.66966 0.12182 -0.46189 -0.1 -0.4 -0.4
C 2.44566 0.64782 0.60911 -0.7 -0.6 1.5
C 1.63366 0.06782 1.68811 1.8 10.6 5.5
C 1.31966 0.76182 3.03411 2.6 -1.6 -6.5
O 0.46066 0.29582 3.88311 1.0 1.5 1.3
C 1.95066 2.14482 3.26911 -0.2 -2.2 -3.4
O 1.52966 2.81282 4.13411 -0.7 2.0 3.0
C 2.78966 2.64582 2.17711 1.3 -3.2 -4.1
C 3.02766 1.94882 0.91211 0.2 5.0 2.2
O 3.67266 2.64882 -0.10989 -0.7 0.1 4.4
H 1.39066 -0.81618 1.60011 -2.9 -8.7 -1.0
H 0.02466 -0.39918 3.44011 -1.3 -1.7 -0.7
H 3.31066 3.54982 2.30811 0.3 1.1 0.2
H 3.66566 2.20282 -0.92389 -0.4 -1.5 -1.9
O -3.82534 -4.80618 0.31311 0.6 1.3 -0.2
C -3.29534 -3.70418 0.40011 0.0 0.6 0.5
C -2.52334 -3.25318 1.55111 2.2 2.3 2.0
C -1.84834 -1.97318 1.69211 -1.3 -4.4 0.9
O -1.05534 -1.60018 2.78411 -2.9 -5.6 1.6
C -1.91934 -0.95618 0.62711 -2.6 -2.6 -3.1
O -1.44834 0.09682 0.71011 2.8 4.8 1.6
C -2.61934 -1.24718 -0.65489 -3.5 -9.7 4.1
C -3.36334 -2.64118 -0.61189 1.4 5.0 -5.9
O -4.00734 -3.00718 -1.86989 2.4 9.5 3.4
H -2.52034 -4.07918 2.29711 0.5 1.0 0.0
H -1.27034 -2.52618 3.51011 1.3 4.4 -3.0
H -2.66834 -0.68418 -1.50389 -0.1 1.6 -1.8
H -4.09634 -3.85518 -1.90889 -1.1 -8.5 0.0
C 1.07666 1.06282 -4.43889 -0.8 2.7 1.9
C 1.20366 1.89282 -3.13089 1.2 -0.5 0.6
C -0.11534 1.84182 -2.24789 4.5 -0.9 -2.5
O 2.31966 2.37182 -2.81089 -3.8 -1.1 -0.6
H 0.66566 1.82782 -5.10889 0.6 -0.4 -0.6
H 0.36166 0.28182 -4.35389 -0.4 -0.8 0.1
H 2.07366 0.76882 -4.48489 1.6 -0.8 -1.5
H -0.75434 2.54782 -2.53489 -2.7 3.0 -1.4
H 0.26866 2.10482 -1.35589 0.6 0.2 3.7
H -0.53034 0.90282 -2.42789 -0.6 -1.6 0.4
```
Forces are in eV/Å.

Values from the calculation:
calculated total energy	-1256.8413	hartree
LUMO	-0.097	Eh
SMILES string	O=C1C=C(O)C(=O)C=C1O.O=C1C=C(O)C(=O)C=C1O.CC(C)=O
relative energy (zero: lowest compared OMol25 entry of this formula, charge and spin)	0.7707	eV
2S+1	1

Atomic charges from the Mulliken analysis, expressed in e, are listed below:
1. O -0.620
2. C 0.772
3. C -1.606
4. C 0.398
5. O -0.507
6. C 0.449
7. O -0.492
8. C -0.895
9. C 0.586
10. O -0.529
11. H 1.166
12. H 0.586
13. H 0.477
14. H 0.319
15. O -0.586
16. C 0.205
17. C -0.787
18. C 0.915
19. O -0.566
20. C 0.629
21. O -0.394
22. C -0.771
23. C 0.155
24. O -0.469
25. H 0.222
26. H 0.401
27. H 0.637
28. H 0.282
29. C -1.156
30. C 0.870
31. C -1.234
32. O -0.598
33. H 0.307
34. H 0.340
35. H 0.380
36. H 0.593
37. H 0.380
38. H 0.141

***

An isolated ion of composition C4H8N3O and charge +1 at a distorted geometry, computed with ωB97M-V/def2-TZVPD.

```
16
Properties=species:S:1:pos:R:3:forces:R:3
N 0.83369 0.05838 2.65375 -1.5 0.1 -1.0
C 0.17143 0.95283 1.93927 1.1 0.4 -5.0
O 0.16732 2.20537 2.27833 -0.5 -0.1 0.6
N -0.09861 0.64715 0.40548 1.2 3.6 5.4
C -0.46242 -0.54439 0.22421 -1.9 -4.8 -1.2
C -0.58866 -1.24296 -1.02525 1.0 0.7 -0.1
C -0.26200 -0.65655 -2.26909 -0.9 -1.9 3.2
N 0.00369 0.62660 -2.27426 0.0 -1.8 -3.6
H 1.12767 0.25391 3.61890 -0.2 -0.4 -0.6
H 0.81163 -0.87583 2.18060 0.5 1.0 1.3
H -0.29540 2.87982 1.71254 0.4 -1.4 0.2
H -0.80353 -1.19635 1.06382 0.5 0.4 -0.3
H -0.67572 -2.32410 -1.01234 -0.4 0.3 0.2
H -0.28727 -1.43243 -3.03719 0.3 1.3 -0.8
H 0.15323 1.05616 -3.15893 0.3 0.8 -0.2
H -0.00003 1.04523 -1.40569 0.2 1.8 1.8
```
Forces are in eV/Å.

Values from the calculation:
charge	+1
calculated total energy	-396.4371	hartree
LUMO	-0.153	Eh
SMILES string	N/C(O)=N\C=C/C=[NH2+]
relative energy (zero: lowest compared OMol25 entry of this formula, charge and spin)	2.6991	eV
2S+1	1

Atomic charges from the Mulliken analysis, expressed in e, are listed below:
1. N -0.276
2. C 0.590
3. O -0.424
4. N -0.580
5. C 0.215
6. C -0.954
7. C 0.169
8. N -0.271
9. H 0.279
10. H 0.293
11. H 0.401
12. H 0.479
13. H 0.309
14. H 0.342
15. H 0.194
16. H 0.234

***

C12H15FN2O7P2PtSe2 as an isolated structure, computed with ωB97M-V/def2-TZVPD.

```
42
Properties=species:S:1:pos:R:3:forces:R:3
Pt -0.59217 -0.39139 0.64005 0.1 0.2 -0.2
C 4.07271 -1.48607 1.46267 0.0 0.0 0.0
C 2.59920 -1.20202 1.19438 0.0 0.0 0.0
O 1.89998 -2.41293 0.93694 -0.1 0.0 -0.1
P 2.34778 -0.09020 -0.23176 0.0 0.0 -0.1
O 3.02037 1.30303 0.08479 0.1 0.0 0.0
O 3.29151 -0.71418 -1.35284 0.0 0.1 0.0
O 0.94632 0.01967 -0.76230 0.0 -0.2 0.1
P 1.77201 -0.32337 2.62912 0.1 0.2 -0.1
O 2.88701 0.85194 2.87077 0.0 0.0 0.0
O 1.62134 -1.16278 3.81605 0.0 -0.1 0.0
O 0.67340 0.50770 1.95739 -0.1 -0.2 0.2
H 4.53575 -1.95016 0.58950 0.0 0.0 0.0
H 4.12755 -2.17591 2.30513 0.0 0.0 0.0
H 4.62970 -0.58347 1.70492 0.0 0.0 0.0
H 2.40447 -2.91695 0.28619 0.0 0.0 0.1
H 2.96835 1.55924 1.02570 0.0 0.0 0.0
H 3.27197 -0.24484 -2.19643 -0.1 0.0 0.0
H 3.25992 0.79102 3.75762 0.0 0.0 0.0
Se -4.10945 0.04811 0.18120 0.2 0.1 0.3
Se -3.99263 1.38992 -1.69882 -0.1 -0.1 -0.1
C -2.58878 2.61620 -1.19531 0.0 0.1 0.0
C -2.88689 3.97352 -1.16869 0.0 0.0 0.0
C -1.85423 4.85608 -0.89162 0.0 0.0 0.0
C -0.59125 4.35042 -0.62959 0.0 0.0 0.0
C -0.41155 2.97470 -0.65724 0.0 0.0 0.1
N -1.38885 2.12447 -0.95229 0.0 -0.1 -0.1
C -3.11791 -1.47149 -0.46869 -0.2 0.1 -0.2
C -3.82458 -2.60928 -0.82574 0.0 0.0 -0.2
C -3.16304 -3.65252 -1.45055 0.0 0.0 0.0
C -1.81990 -3.50385 -1.75885 -0.1 0.0 0.0
C -1.17035 -2.36291 -1.33633 0.0 0.0 0.0
N -1.79324 -1.39088 -0.65267 0.2 -0.2 0.4
H -3.89567 4.31974 -1.34449 0.0 0.0 0.0
H -2.04068 5.92192 -0.86221 0.0 0.0 0.0
H 0.23952 5.00295 -0.39887 0.0 0.0 0.0
H 0.55086 2.52663 -0.43499 0.0 0.0 0.0
H -4.88859 -2.64536 -0.64395 0.0 0.0 0.0
H -3.69817 -4.55121 -1.72730 0.0 0.0 0.0
H -1.27222 -4.26624 -2.29340 0.0 0.0 0.0
H -0.11457 -2.20151 -1.50309 0.0 0.0 0.1
F -1.90502 -0.82774 1.99558 0.0 0.0 0.0
```
Forces are in eV/Å.

Values from the calculation:
calculated total energy	-6807.4381	hartree
LUMO	-0.012	Eh
relative energy (zero: lowest compared OMol25 entry of this formula, charge and spin)	0.0000	eV
2S+1	1

Atomic charges from the Mulliken analysis, expressed in e, are listed below:
1. Pt 1.256
2. C -1.733
3. C 0.736
4. O -0.498
5. P 0.858
6. O -0.543
7. O -0.531
8. O -0.825
9. P 0.927
10. O -0.688
11. O -0.823
12. O -0.566
13. H 0.450
14. H 0.441
15. H 0.354
16. H 0.391
17. H 0.444
18. H 0.367
19. H 0.344
20. Se 0.069
21. Se -0.056
22. C 0.127
23. C -0.569
24. C -0.283
25. C -0.742
26. C 0.089
27. N 0.024
28. C 0.380
29. C -0.713
30. C -0.221
31. C -0.901
32. C 0.069
33. N -0.003
34. H 0.379
35. H 0.389
36. H 0.392
37. H 0.283
38. H 0.413
39. H 0.390
40. H 0.421
41. H 0.361
42. F -0.659

***

C30H45NO2P2RuS2 as an isolated structure at a distorted geometry, computed with ωB97M-V/def2-TZVPD.

```
83
Properties=species:S:1:pos:R:3:forces:R:3
Ru -0.95619 -1.28749 1.73524 -1.8 0.3 -3.7
C 1.48022 1.59430 2.47137 0.1 -0.4 -0.1
C 0.10435 1.76366 2.71545 1.0 -0.3 -0.2
C 0.59505 -0.51914 2.73704 0.9 1.7 1.1
C 1.80187 0.22181 2.47113 -0.4 1.1 0.2
C -0.47938 0.46213 2.89447 1.1 0.2 0.2
C 2.46146 2.70630 2.31652 0.4 0.6 0.0
H 2.09751 3.49589 1.63471 0.2 -0.3 0.2
H 3.43219 2.34977 1.93958 -0.4 0.2 0.0
H 2.66404 3.20371 3.28372 -0.1 -0.2 -0.3
C 3.15484 -0.36236 2.40088 0.6 -0.3 -0.1
H 3.93099 0.41724 2.34810 -0.3 -0.4 0.0
H 3.26837 -1.02202 1.52573 0.1 0.1 0.2
H 3.36192 -0.97059 3.29850 -0.1 0.1 -0.3
C 0.51481 -1.85930 3.33397 0.6 -0.5 1.8
H 1.34137 -2.49873 3.03884 -0.1 0.1 0.1
H -0.46513 -2.36490 3.00566 0.7 -1.1 1.6
H 0.44482 -1.80214 4.42765 -0.1 -0.2 0.0
C -1.78437 0.16407 3.50331 -0.3 0.4 0.3
H -1.70181 -0.12721 4.56108 -0.3 -0.2 -0.3
H -2.26592 -0.69437 2.93430 -1.0 -0.2 0.7
H -2.48668 0.99423 3.39609 0.1 -0.1 0.1
C -0.56081 3.07430 2.91432 -0.3 0.2 0.1
H -0.31684 3.49978 3.90197 -0.1 -0.1 -0.2
H -1.64980 2.96878 2.85855 0.1 0.2 0.0
H -0.24492 3.81639 2.16789 0.0 -0.2 0.2
C 1.75875 0.62006 -1.41341 0.0 -0.3 1.5
C 1.63648 1.90472 -1.11197 0.3 0.9 0.1
C 0.43170 2.79079 -1.25376 -0.2 0.6 -0.9
C -0.91305 2.48209 -0.53346 1.5 1.1 0.2
C -1.37409 1.13742 -0.23027 -1.3 -1.3 0.3
C -1.24266 -0.14405 -0.73384 -1.0 -0.3 0.7
C -0.49217 -0.76526 -1.83123 1.1 -0.4 -1.1
C 0.93632 -0.21685 -2.30347 -1.7 -1.1 -0.2
H 0.20193 2.93431 -2.31806 0.0 0.0 -0.1
H -1.70497 2.98948 -1.10903 0.2 -0.1 0.5
H 0.73876 3.78644 -0.90277 -0.2 -0.2 -0.1
H 0.82371 0.20911 -3.31335 0.1 0.1 0.5
H 2.49654 0.07413 -0.80478 0.4 0.4 -1.1
H 2.56074 2.45599 -0.84557 -0.7 -0.6 0.8
H 1.47306 -1.17284 -2.35312 -0.2 0.7 -0.7
H -0.34865 -1.83516 -1.57628 -0.1 0.7 0.0
H -1.92805 -0.91159 -0.21701 1.2 0.9 -0.1
H -1.13588 -0.80860 -2.73240 0.2 0.1 0.3
H -0.89140 3.01358 0.42447 0.0 -0.1 -0.1
H -2.14147 1.15469 0.56697 0.3 0.1 -0.3
P -1.92673 1.66522 -3.18279 -0.1 0.6 -0.9
C -1.34093 1.63894 -4.92993 -0.3 -0.1 0.2
C -2.71582 3.35638 -3.25821 0.0 -0.3 -0.1
P -3.73239 -0.17005 -1.51458 -1.6 0.9 -2.4
C -3.40714 0.54328 -3.22390 0.7 -0.1 0.1
C -4.92187 1.10591 -0.91444 0.3 -0.2 0.3
C -4.80275 -1.59895 -1.98762 0.3 -0.1 0.4
H -1.12894 0.60916 -5.23203 0.1 0.2 -0.1
H -0.43170 2.24945 -4.99114 -0.1 -0.2 0.0
H -2.10629 2.07436 -5.57697 0.1 -0.1 -0.2
H -3.39142 3.40177 -4.12283 0.1 0.1 0.2
H -1.91923 4.10023 -3.41789 -0.3 -0.2 0.2
H -3.27233 3.59761 -2.34073 0.1 0.0 -0.3
H -5.37794 -1.39196 -2.90029 0.2 0.1 0.3
H -5.47875 -1.80630 -1.15084 0.1 -0.2 -0.2
H -4.14257 -2.45836 -2.15999 -0.3 0.1 0.0
H -3.18014 -0.26233 -3.93819 -0.1 0.1 0.3
H -4.26450 1.11398 -3.60970 0.0 -0.4 0.3
H -5.66578 0.59983 -0.29219 0.1 0.3 0.1
H -5.42353 1.61926 -1.74447 0.2 -0.2 0.2
H -4.35989 1.83618 -0.32594 -0.3 0.0 0.0
O 4.20504 -1.41244 -1.19363 -0.7 -0.6 -0.2
S 3.53874 -2.68513 -1.36940 0.4 -1.2 -0.2
O 3.82557 -3.46322 -2.56644 -0.7 1.0 1.4
N 1.88756 -2.57615 -1.08782 -0.9 -0.1 0.7
C 1.47493 -3.10113 0.05164 0.7 0.8 -2.5
S -0.19037 -3.08907 0.52930 0.0 -1.4 -0.5
C 2.53330 -3.77038 0.78817 1.7 -0.2 0.5
C 2.53456 -4.32571 2.06638 -0.6 0.1 -0.7
C 3.73996 -4.56549 2.69066 0.9 -0.4 0.4
C 4.95872 -4.38485 2.01939 -0.3 0.3 -0.7
C 4.97052 -3.92317 0.68585 0.1 -0.3 0.4
C 3.75476 -3.60879 0.11375 0.4 -0.2 0.9
H 1.57587 -4.56233 2.51595 0.2 0.1 0.2
H 3.75508 -4.91395 3.73039 0.0 0.0 -0.5
H 5.90429 -4.57864 2.51062 -0.1 -0.1 0.1
H 5.89456 -3.78576 0.10611 -0.4 -0.1 0.5
```
Forces are in eV/Å.

Values from the calculation:
charge	+1
calculated total energy	-2948.7521	hartree
LUMO (alpha / beta)	-0.108 / -0.207	Eh
⟨S²⟩	8.803
relative energy (zero: lowest compared OMol25 entry of this formula, charge and spin)	3.6326	eV
2S+1	6

Atomic charges from the Mulliken analysis, expressed in e, are listed below:
1. Ru -0.792
2. C 0.430
3. C 0.558
4. C 2.218
5. C 0.061
6. C 0.586
7. C -2.095
8. H 0.330
9. H 0.393
10. H 0.380
11. C -1.249
12. H 0.361
13. H 0.053
14. H 0.334
15. C -1.558
16. H 0.380
17. H 0.455
18. H 0.453
19. C -1.707
20. H 0.327
21. H 0.469
22. H 0.407
23. C -1.581
24. H 0.360
25. H 0.428
26. H 0.433
27. C 0.268
28. C -0.727
29. C -1.104
30. C -0.536
31. C -0.198
32. C -0.378
33. C -1.349
34. C -0.938
35. H 0.279
36. H 0.118
37. H 0.535
38. H 0.558
39. H -0.068
40. H 0.440
41. H 0.162
42. H 0.432
43. H 1.626
44. H 0.237
45. H 0.280
46. H 0.635
47. P 1.249
48. C -1.643
49. C -1.661
50. P 0.852
51. C -1.787
52. C -1.290
53. C -1.240
54. H 0.394
55. H 0.386
56. H 0.491
57. H 0.522
58. H 0.403
59. H 0.387
60. H 0.394
61. H 0.449
62. H 0.353
63. H 0.543
64. H 0.758
65. H 0.475
66. H 0.387
67. H 0.280
68. O -0.562
69. S 1.183
70. O -0.712
71. N -0.494
72. C 0.619
73. S -0.493
74. C 0.329
75. C -0.521
76. C -0.671
77. C -0.634
78. C -0.658
79. C 0.187
80. H 0.719
81. H 0.412
82. H 0.427
83. H 0.460